19
Properties=species:S:1:pos:R:3:nbo_charge:R:1 method="wB97M-V/def2-TZVPD" total_charge=+1 lumo_ev=-3.407 homo_ha=-0.505
C -0.938 -1.567 1.290 -0.06
C -0.582 -0.447 0.641 0.17
C -2.519 -1.226 -0.136 0.26
N -2.222 -1.947 0.967 -0.46
N -1.585 -0.305 -0.308 -0.47
C 1.368 0.505 -0.620 -0.56
C 0.603 0.485 0.768 -0.44
H -0.457 -1.964 2.183 0.25
H -3.471 -1.177 -0.665 0.26
H -2.798 -2.724 1.338 0.47
H -1.631 0.507 -0.950 0.46
H 1.572 -0.536 -0.924 0.22
H 2.320 1.062 -0.612 0.18
H 0.698 0.964 -1.366 0.22
H 1.153 0.089 1.643 0.25
H 0.147 1.449 1.065 0.24
O 2.514 2.546 -1.572 -0.91
H 3.258 2.136 -2.068 0.48
H 2.569 2.151 -0.672 0.44

=====

25
Properties=species:S:1:pos:R:3:nbo_charge:R:1 method="wB97M-V/def2-TZVPD" total_charge=+1 lumo_ev="-4.964 / -4.964" homo_ha="-0.499 / -0.499" smiles="Cc1c[nH+]c(C#N)n1S(=O)(=O)N(C)C"
C -0.478 -2.413 0.495 -0.66
C 0.390 -1.758 -0.502 0.23
C 1.326 -2.380 -1.314 -0.07
N 1.956 -1.441 -2.040 -0.39
C 1.500 -0.225 -1.876 0.30
C 1.932 0.949 -2.438 0.14
N 2.379 1.884 -2.991 -0.11
N 0.451 -0.448 -0.640 -0.52
S -0.880 0.793 -0.456 2.45
O -0.489 1.779 -1.367 -0.88
O -1.995 -0.106 -0.680 -0.86
N -0.638 1.378 1.040 -0.67
C -0.694 2.812 1.086 -0.42
C -1.127 0.677 2.242 -0.44
H -1.388 -2.424 -0.008 0.27
H -0.156 -3.412 0.731 0.25
H -0.639 -1.924 1.493 0.25
H 1.659 -3.454 -1.448 0.27
H 2.718 -1.477 -2.727 0.47
H -1.393 3.092 1.776 0.21
H 0.266 3.198 1.688 0.21
H -0.802 3.368 0.152 0.26
H -0.497 -0.222 2.632 0.22
H -1.235 1.344 3.058 0.24
H -2.168 0.410 2.096 0.23

=====

19
Properties=species:S:1:pos:R:3:nbo_charge:R:1 method="wB97M-V/def2-TZVPD" total_charge=0 lumo_ev=0.160 homo_ha=-0.368
C -2.638 1.117 0.404 -0.18
C -1.772 1.266 1.475 -0.21
C -2.164 0.720 -0.837 -0.21
C -0.420 1.013 1.311 -0.20
C -0.814 0.462 -1.008 -0.21
C 0.037 0.614 0.070 -0.26
C 2.277 -2.377 -0.966 -0.35
C 1.790 -1.588 -0.034 -0.40
O 2.171 0.544 -1.501 -0.93
O 2.536 0.735 0.935 -0.92
S 1.769 0.220 -0.161 2.16
Br 1.055 -2.140 1.591 0.11
H -3.692 1.314 0.536 0.22
H -2.147 1.577 2.438 0.22
H -2.843 0.611 -1.669 0.22
H 0.284 1.125 2.120 0.25
H -0.406 0.161 -1.960 0.24
H 2.304 -3.451 -0.883 0.22
H 2.672 -1.923 -1.861 0.24

=====

Across the entries above, E takes the values -10383.428, -28317.446, -93380.817 eV, respectively.
Across the entries above, relative energy (zero: lowest compared OMol25 entry of this formula, charge and spin) takes the values 2.178, 2.242, 0.000 eV, respectively.